(1)
{"formula": "C42H114N4O17", "method": "wB97M-V/def2-TZVPD", "symbols": ["C", "O", "C", "C", "N", "C", "C", "O", "C", "H", "H", "H", "H", "H", "H", "H", "H", "H", "H", "H", "H", "H", "H", "H", "C", "O", "C", "C", "N", "C", "C", "O", "C", "H", "H", "H", "H", "H", "H", "H", "H", "H", "H", "H", "H", "H", "H", "H", "C", "O", "C", "C", "N", "C", "C", "O", "C", "H", "H", "H", "H", "H", "H", "H", "H", "H", "H", "H", "H", "H", "H", "H", "C", "O", "C", "C", "N", "C", "C", "O", "C", "H", "H", "H", "H", "H", "H", "H", "H", "H", "H", "H", "H", "H", "H", "H", "C", "C", "O", "H", "H", "H", "H", "H", "H", "C", "C", "O", "H", "H", "H", "H", "H", "H", "C", "C", "O", "H", "H", "H", "H", "H", "H", "C", "C", "O", "H", "H", "H", "H", "H", "H", "C", "C", "O", "H", "H", "H", "H", "H", "H", "C", "C", "O", "H", "H", "H", "H", "H", "H", "C", "C", "O", "H", "H", "H", "H", "H", "H", "C", "C", "O", "H", "H", "H", "H", "H", "H", "C", "C", "O", "H", "H", "H", "H", "H", "H"], "positions_angstrom": [[-2.73, -6.70, -2.71], [-2.90, -5.36, -3.25], [-3.03, -5.48, -4.68], [-3.25, -4.09, -5.21], [-2.12, -3.24, -4.88], [-2.19, -1.93, -5.52], [-0.92, -1.16, -5.25], [-0.93, -0.51, -3.96], [0.12, 0.44, -4.03], [-2.73, -6.66, -1.63], [-1.82, -7.20, -3.15], [-3.62, -7.26, -3.03], [-3.94, -6.08, -4.87], [-2.12, -6.00, -4.99], [-4.17, -3.73, -4.75], [-3.40, -4.23, -6.29], [-2.11, -3.14, -3.88], [-3.10, -1.44, -5.10], [-2.29, -2.08, -6.58], [-0.92, -0.38, -5.98], [-0.13, -1.89, -5.31], [0.25, 0.86, -3.04], [-0.09, 1.15, -4.81], [1.08, -0.06, -4.28], [-6.04, -0.29, 4.99], [-5.20, -1.02, 5.78], [-4.94, -0.52, 7.08], [-4.58, 0.95, 7.20], [-3.35, 1.45, 6.60], [-2.21, 0.65, 6.97], [-0.94, 1.25, 6.48], [-0.64, 0.79, 5.13], [0.04, -0.46, 5.20], [-6.24, -0.82, 4.05], [-5.44, 0.58, 4.62], [-6.90, 0.07, 5.53], [-4.10, -1.09, 7.52], [-5.83, -0.71, 7.75], [-4.61, 1.23, 8.27], [-5.34, 1.60, 6.76], [-3.44, 1.31, 5.60], [-2.20, -0.42, 6.74], [-2.24, 0.58, 8.07], [-0.10, 0.94, 7.11], [-1.08, 2.36, 6.55], [-0.53, -1.29, 5.52], [0.92, -0.42, 5.80], [0.22, -0.72, 4.16], [2.02, 6.11, -0.83], [2.63, 5.05, -1.51], [1.76, 3.95, -1.61], [2.53, 2.78, -2.12], [3.30, 1.96, -1.12], [4.43, 2.72, -0.62], [5.33, 1.76, 0.21], [5.66, 0.68, -0.64], [6.24, -0.39, 0.06], [1.08, 6.50, -1.27], [2.77, 6.92, -0.78], [1.68, 5.90, 0.19], [0.93, 4.15, -2.31], [1.31, 3.67, -0.63], [3.26, 3.16, -2.86], [1.86, 2.09, -2.68], [3.58, 1.13, -1.64], [4.03, 3.51, 0.05], [5.01, 3.16, -1.43], [4.79, 1.34, 1.05], [6.23, 2.28, 0.54], [7.19, -0.09, 0.53], [6.39, -1.16, -0.66], [5.52, -0.85, 0.70], [3.24, -1.17, -2.36], [3.78, -0.07, -3.02], [5.05, -0.34, -3.70], [5.27, 0.93, -4.46], [4.30, 1.10, -5.51], [4.54, 2.15, -6.48], [3.36, 2.29, -7.35], [2.27, 2.73, -6.57], [1.11, 2.95, -7.41], [3.33, -2.07, -2.96], [2.21, -0.95, -2.23], [3.58, -1.49, -1.36], [5.09, -1.20, -4.35], [5.87, -0.44, -2.95], [6.28, 0.83, -4.90], [5.33, 1.82, -3.76], [3.38, 1.26, -5.10], [5.36, 1.82, -7.13], [4.88, 3.06, -5.96], [3.15, 1.42, -7.99], [3.70, 3.08, -8.05], [0.75, 1.94, -7.64], [1.36, 3.48, -8.31], [0.35, 3.36, -6.75], [-1.18, -3.21, -1.14], [0.25, -3.05, -1.58], [0.95, -4.32, -1.39], [-1.19, -3.53, -0.11], [-1.56, -4.03, -1.73], [-1.80, -2.31, -1.32], [0.80, -2.30, -0.98], [0.29, -2.68, -2.60], [0.24, -5.01, -1.47], [-1.66, -3.75, 3.64], [-3.01, -3.12, 3.84], [-2.99, -2.60, 5.10], [-1.50, -4.61, 4.31], [-0.89, -2.98, 3.72], [-1.57, -4.14, 2.64], [-3.88, -3.81, 3.70], [-3.12, -2.34, 3.09], [-3.83, -2.08, 5.20], [-4.20, 1.11, 1.48], [-3.17, 1.52, 2.46], [-3.12, 0.59, 3.51], [-5.12, 0.86, 2.01], [-3.93, 0.28, 0.86], [-4.45, 1.94, 0.87], [-3.39, 2.50, 2.83], [-2.14, 1.65, 1.98], [-2.27, 0.59, 3.94], [-0.30, 3.86, 3.27], [0.70, 2.73, 3.29], [1.58, 2.98, 2.22], [-0.73, 3.95, 2.28], [0.09, 4.84, 3.63], [-1.12, 3.44, 3.94], [0.22, 1.74, 3.03], [1.24, 2.57, 4.18], [1.80, 2.18, 1.79], [-0.27, -0.56, 1.14], [0.57, 0.34, 0.27], [1.86, 0.48, 0.84], [0.18, -1.51, 1.21], [-1.17, -0.71, 0.60], [-0.55, -0.20, 2.17], [0.04, 1.33, 0.22], [0.61, 0.00, -0.78], [2.44, 1.02, 0.25], [-4.70, -1.46, -1.70], [-3.93, -0.38, -2.34], [-2.77, 0.07, -1.60], [-4.09, -2.37, -1.55], [-5.46, -1.78, -2.35], [-5.00, -1.10, -0.66], [-4.50, 0.48, -2.58], [-3.56, -0.72, -3.36], [-2.20, 0.59, -2.17], [-3.38, 4.78, -1.21], [-2.32, 3.97, -0.47], [-2.11, 2.70, -1.16], [-4.13, 4.16, -1.66], [-2.91, 5.39, -2.04], [-3.86, 5.42, -0.47], [-2.56, 3.75, 0.57], [-1.35, 4.47, -0.52], [-2.72, 2.05, -0.71], [3.22, -4.12, 1.94], [1.78, -4.22, 2.40], [0.96, -4.57, 1.33], [3.83, -3.91, 2.78], [3.26, -3.36, 1.19], [3.59, -5.04, 1.48], [1.43, -3.26, 2.78], [1.69, -5.02, 3.18], [1.30, -4.25, 0.47], [3.99, -0.36, 3.54], [3.63, 1.13, 3.96], [4.68, 1.57, 4.86], [3.59, -0.71, 2.65], [3.62, -1.04, 4.35], [5.08, -0.46, 3.56], [2.63, 1.11, 4.40], [3.57, 1.72, 3.05], [4.69, 2.51, 4.97]], "mulliken_charge": [-0.969, -0.213, -0.641, -0.690, -0.170, -0.999, -0.521, 0.122, -0.649, 0.267, 0.324, 0.400, 0.406, 0.425, 0.244, 0.359, 0.129, 0.165, 0.587, 0.275, 0.382, -0.259, 0.714, 0.312, -0.495, -0.510, -0.468, -1.091, -0.265, -0.046, -1.299, 0.283, -0.876, 0.283, -0.014, 0.411, 0.346, 0.315, 0.437, 0.490, 0.250, 0.034, 0.588, 0.366, 0.295, 0.440, 0.572, -0.349, -0.713, -0.387, -0.472, -0.055, 1.446, -0.841, -0.180, -0.203, -0.902, 0.285, 0.288, 0.236, 0.629, -0.186, 0.520, -0.675, -0.550, 0.407, 0.440, -0.260, 0.520, 0.284, 0.320, 0.261, -0.614, 0.084, -0.463, -0.799, -0.163, -0.652, -0.635, -0.168, -0.902, 0.656, -0.488, 0.121, 0.536, 0.086, 0.593, 0.067, 0.077, 0.339, 0.372, 0.373, 0.409, 0.333, 0.373, 0.223, -0.186, 1.296, -0.642, 0.211, 0.061, -0.396, -0.626, -0.132, 0.290, -0.891, 0.288, -0.470, 0.432, -0.170, 0.338, 0.351, -0.134, 0.385, -1.680, 0.907, 0.695, 0.380, 0.025, 0.469, 0.490, -0.680, -0.504, -0.873, 0.775, -0.625, -0.111, 0.377, 0.063, -0.357, 0.496, 0.077, 0.639, 1.534, 0.904, -0.099, -0.301, -1.127, -0.254, -0.966, -0.367, -1.097, 0.436, 0.521, 0.086, 0.522, 0.219, 0.564, -0.632, -0.168, -1.411, 0.619, -0.345, 0.315, 0.311, 0.408, -0.130, 0.017, 0.038, -1.093, 0.500, -0.476, 0.468, 0.029, 0.328, -0.314, 0.324, 0.331, -1.153, 1.248, -0.659, 0.070, 0.420, 0.402, -0.615, 0.019, 0.335], "largest_force_ev_per_a": 3.43, "e_lumo_ha": 0.0224, "de_lowest_ev": 3.3237, "homo_lumo_gap_ha": 0.343, "e_homo_ha": -0.320, "energy_ev": -86162.20374}

---

(2)
{"formula": "C4H2O2", "method": "wB97M-V/def2-TZVPD", "symbols": ["O", "C", "C", "C", "C", "O", "H", "H"], "positions_angstrom": [[0.40, 1.26, 1.83], [0.94, 1.00, 0.80], [0.62, 0.74, -1.04], [0.05, -0.14, -0.31], [-1.05, -1.14, -0.50], [-1.34, -1.37, -1.64], [1.96, 1.29, 0.54], [-1.58, -1.63, 0.33]], "mulliken_charge": [-0.387, 0.132, -0.403, 0.385, -0.048, -0.386, 0.375, 0.331], "largest_force_ev_per_a": 1.03, "e_lumo_ha": -0.0296, "de_lowest_ev": 3.1847, "homo_lumo_gap_ha": 0.361, "e_homo_ha": -0.391, "energy_ev": -8269.34362}

---

(3)
{"formula": "C26H34NO", "method": "wB97M-V/def2-TZVPD", "symbols": ["C", "C", "C", "O", "C", "N", "C", "C", "C", "C", "H", "H", "H", "H", "H", "H", "H", "H", "H", "H", "H", "H", "H", "H", "H", "H", "C", "C", "C", "C", "C", "C", "H", "H", "H", "H", "H", "H", "C", "C", "C", "C", "C", "C", "H", "H", "H", "H", "H", "H", "C", "C", "C", "C", "C", "C", "H", "H", "H", "H", "H", "H"], "positions_angstrom": [[5.31, 1.66, -0.36], [4.83, 1.65, 1.08], [3.41, 1.14, 1.26], [2.43, 2.17, 0.97], [1.84, 2.09, -0.25], [0.69, 1.12, -0.19], [0.15, 0.70, 0.89], [-0.95, -0.28, 0.60], [-0.50, -0.76, -0.79], [-0.02, 0.56, -1.37], [5.10, 0.71, -0.86], [4.86, 2.46, -0.94], [6.39, 1.81, -0.41], [5.48, 1.04, 1.71], [4.86, 2.66, 1.50], [3.22, 0.28, 0.61], [3.22, 0.84, 2.29], [2.48, 1.73, -1.05], [1.42, 3.06, -0.51], [0.51, 1.04, 1.86], [-1.06, -1.04, 1.37], [-1.88, 0.30, 0.56], [0.38, -1.39, -0.61], [-1.22, -1.30, -1.39], [0.58, 0.55, -2.28], [-0.87, 1.23, -1.53], [4.10, 1.61, 6.59], [2.97, 1.11, 7.21], [1.74, 1.15, 6.57], [1.64, 1.71, 5.31], [2.77, 2.22, 4.68], [4.00, 2.17, 5.32], [5.06, 1.58, 7.09], [3.05, 0.68, 8.20], [0.86, 0.76, 7.07], [0.67, 1.76, 4.82], [2.69, 2.66, 3.69], [4.88, 2.57, 4.83], [-1.91, -3.50, -5.92], [-3.06, -2.81, -5.57], [-2.96, -1.61, -4.88], [-1.72, -1.10, -4.55], [-0.56, -1.80, -4.89], [-0.66, -3.00, -5.58], [-1.99, -4.44, -6.45], [-4.04, -3.20, -5.83], [-3.86, -1.07, -4.60], [-1.64, -0.15, -4.03], [0.41, -1.40, -4.64], [0.23, -3.55, -5.85], [-5.44, 0.01, -1.04], [-4.37, -0.64, -1.66], [-4.21, -2.01, -1.50], [-5.11, -2.73, -0.74], [-6.18, -2.09, -0.13], [-6.34, -0.72, -0.28], [-5.57, 1.08, -1.17], [-3.67, -0.07, -2.26], [-3.38, -2.51, -2.00], [-4.98, -3.80, -0.63], [-6.88, -2.66, 0.46], [-7.18, -0.22, 0.19]], "mulliken_charge": [-1.352, -0.337, -0.713, -0.323, -0.417, 0.392, -0.148, -0.820, -0.290, -0.725, 0.334, 0.312, 0.383, 0.411, 0.238, 0.465, 0.482, 0.430, 0.255, 0.673, 0.417, 0.285, 0.315, 0.096, 0.323, 0.271, -0.400, -0.415, -0.438, -0.390, -0.282, -0.483, 0.373, 0.372, 0.369, 0.369, 0.572, 0.371, -0.425, -0.455, -0.525, -0.139, -0.459, -0.444, 0.386, 0.406, 0.449, 0.472, 0.368, 0.382, -0.723, -0.058, -0.129, -0.697, -0.399, -0.348, 0.389, 0.415, 0.396, 0.395, 0.385, 0.384], "largest_force_ev_per_a": 0.51, "e_lumo_ha": -0.1370, "charge": 1, "de_lowest_ev": 0.0000, "homo_lumo_gap_ha": 0.288, "e_homo_ha": -0.425, "energy_ev": -31044.24950}